a:
ORCA calculation (ωB97M-V/def2-TZVPD) on a structure of composition C5H11N3O.

XYZ file:
```
20
C5H11N3O ωB97M-V/def2-TZVPD
C -1.52767 -0.25968 1.20211
C 0.67970 0.86229 0.00197
C 1.27141 -0.46780 -0.07345
C -0.91419 -0.37497 -0.17455
N 0.64386 1.69189 -1.14502
N 2.51385 -0.78706 0.47124
N -1.82021 -0.11487 -1.22245
C 0.20999 -1.25574 -0.43349
O 0.91524 1.66169 1.11028
H 1.07986 1.08418 1.86466
H -0.07804 2.40062 -1.04615
H 0.42143 1.14054 -1.96421
H 2.74641 -1.76899 0.45901
H 3.27737 -0.19322 0.17738
H -1.75491 -0.73768 -2.01557
H -2.78459 0.05429 -0.96629
H 0.19288 -2.22955 -0.91330
H -1.90748 0.74896 1.39054
H -0.79546 -0.49783 1.97074
H -2.36945 -0.95707 1.30656
```

Results
spin multiplicity	1

Atomic partial charges in e from the Mulliken method, atoms 1 to 6: C -1.56; C 0.28; C 0.15; C 1.03; N -0.66; N -0.52

=====

b:
ORCA calculation (ωB97M-V/def2-TZVPD) on a structure of composition C5H11N3O.

XYZ file:
```
20
C5H11N3O ωB97M-V/def2-TZVPD
C 0.38617 0.24782 1.52856
C -0.42878 1.26247 -2.09521
N 0.16886 -1.42173 0.63952
C 0.47045 0.27885 0.06377
C -0.73575 0.67528 -0.74880
N 1.37530 -2.14591 0.61083
C -1.98728 0.50303 -0.32205
O -0.53549 0.90599 2.22109
N 1.65762 0.62955 -0.44155
H -0.42475 0.74792 3.16971
H -0.60912 -1.79337 0.09229
H 1.30009 -0.03907 2.04982
H 1.23723 -3.07351 0.99290
H 1.76082 -2.20767 -0.32812
H 2.41970 0.36739 0.18067
H -1.34600 1.46334 -2.64861
H 0.13835 2.18594 -1.97995
H 0.20754 0.58899 -2.67059
H -2.82991 0.75994 -0.95043
H -2.22506 0.06476 0.63616
```

Results
spin multiplicity	1

Atomic partial charges in e from the Mulliken method, atoms 1 to 6: C -0.40; C -1.19; N -0.24; C 0.98; C 0.99; N -0.62

=====

c:
ORCA calculation (ωB97M-V/def2-TZVPD) on a structure of composition C5H11N3O.

XYZ file:
```
20
C5H11N3O ωB97M-V/def2-TZVPD
C 0.49067 0.90239 2.71795
C 0.45660 0.39147 1.24842
C 1.78266 0.25208 0.51524
C -0.79494 0.37132 0.52164
C -0.61415 0.47212 -1.84941
H -0.57225 0.79099 3.19790
H 1.01281 0.23654 3.45046
H 1.11732 1.96538 2.77406
H 2.99751 0.66722 1.14851
H 2.12508 -0.66174 -0.24581
H 1.91707 1.20838 -0.07392
H -1.49189 0.41523 1.24961
H -1.37144 -2.24096 -0.50095
H -2.67400 -1.43209 -1.24047
H -0.58853 1.70578 -1.97159
H 0.12876 -1.94424 -3.86830
N -0.91952 -0.17911 -0.66036
N -1.91864 -1.29140 -0.47166
N -0.58214 -0.13723 -3.03834
O -0.50102 -1.49213 -2.90299
```

Results
spin multiplicity	1

Atomic partial charges in e from the Mulliken method, atoms 1 to 6: C -1.03; C 0.65; C -0.95; C -0.74; C 0.14; H 0.30

=====

Most stable of them? a.

=====

a:
ORCA calculation (ωB97M-V/def2-TZVPD) on a structure of composition C36H40BNP2Pd.

XYZ file:
```
81
C36H40BNP2Pd ωB97M-V/def2-TZVPD
Pd -0.89094 0.82325 -1.25544
C -2.40720 1.16205 -2.56942
C -2.06436 -0.20990 -2.52546
C -1.09562 -0.83912 -3.49204
C 0.27884 -0.10523 -3.66627
C 0.71264 0.69161 -2.49092
C 0.40037 2.04273 -2.18632
C -0.49045 2.92299 -2.96075
C -1.76506 2.16432 -3.49227
C 2.00289 0.26426 2.16230
H -3.33348 1.44707 -2.06737
H -2.68285 -0.86733 -1.92335
H -1.60992 -0.88585 -4.45887
H -0.90013 -1.87542 -3.18194
H 1.03171 -0.89271 -3.82581
H 0.23201 0.49042 -4.58449
H 1.63062 0.31463 -2.01754
H 1.17025 2.50878 -1.53717
H 0.01562 3.47537 -3.75971
H -0.83312 3.71669 -2.28912
H -2.51239 2.95066 -3.65353
H -1.54138 1.71452 -4.46550
H 1.16309 0.98909 2.16135
H 2.90486 0.69702 2.60283
H 1.65671 -0.63012 2.67898
P -1.42126 -0.84654 0.89766
P 2.52692 -0.19469 0.51261
C -0.03596 -1.45485 -0.11632
C 1.34082 -1.29667 -0.25538
C -2.37352 -2.33620 1.14163
C -2.73856 -3.31525 0.18204
C -3.58753 -4.35246 0.59531
C -4.03178 -4.42253 1.91434
C -3.64666 -3.45990 2.85050
C -2.80755 -2.43272 2.45652
C -2.86415 0.32293 0.46968
C -2.61258 1.71224 0.62416
C -3.57824 2.67716 0.32721
C -4.87831 2.29204 0.00364
C -5.15390 0.93562 -0.12147
C -4.17806 -0.04802 0.07815
C 3.94804 -1.25330 0.77655
C 3.67945 -2.52592 1.32678
C 4.71702 -3.24489 1.90643
C 6.01502 -2.72214 1.88332
C 6.28432 -1.47638 1.29909
C 5.24463 -0.73068 0.74887
C 3.08597 1.38618 -0.21994
C 2.62286 2.61155 0.31193
C 3.03139 3.82466 -0.24487
C 3.99832 3.82869 -1.26398
C 4.50462 2.63332 -1.76850
C 4.01782 1.41341 -1.28640
H -0.38076 -2.31410 -0.71649
H 1.85569 -2.02009 -0.93202
H -2.39058 -3.31618 -0.85240
H -3.92006 -5.12043 -0.10736
H -4.69502 -5.22376 2.24585
H -3.97934 -3.47980 3.88208
H -2.50293 -1.68953 3.19253
H -1.67657 2.01802 1.10783
H -3.33075 3.73008 0.37297
H -5.65818 3.02876 -0.13722
H -6.16277 0.63490 -0.37862
H -4.45827 -1.09752 -0.03932
H 2.65327 -2.91352 1.32610
H 4.50082 -4.20275 2.38372
H 6.82521 -3.27831 2.33561
H 7.29014 -1.05933 1.28083
H 5.42628 0.26100 0.32251
H 1.88684 2.62062 1.12270
H 2.58347 4.74869 0.10697
H 4.33556 4.77971 -1.66789
H 5.27708 2.63671 -2.54352
H 4.38649 0.47661 -1.70471
B -1.82798 0.25119 4.99725
C -1.33672 0.21942 3.57707
N -0.93795 0.09961 2.44849
H -1.12248 -0.51624 5.62861
H -2.97191 -0.20580 4.99039
H -1.85044 1.33761 5.52630
```

Results
spin multiplicity	3

Atomic partial charges in e from the Mulliken method, atoms 1 to 6: Pd 0.16; C -0.14; C -0.56; C -1.10; C -1.48; C 0.74

=====

b:
ORCA calculation (ωB97M-V/def2-TZVPD) on a structure of composition C36H40BNP2Pd.

XYZ file:
```
81
C36H40BNP2Pd ωB97M-V/def2-TZVPD
Pd 1.63245 0.69822 0.33500
C -1.73165 -3.01005 -0.61354
C -2.03346 -2.11639 -1.57179
C -3.42200 -1.59909 -1.80933
C -4.31905 -1.37645 -0.56233
C -3.64129 -0.86698 0.67036
C -3.02088 -1.59998 1.60067
C -3.02756 -3.09563 1.59653
C -2.75592 -3.72388 0.21369
C 2.51647 2.28012 1.47277
H -0.71581 -3.38430 -0.47588
H -1.30790 -1.90227 -2.37221
H -3.94070 -2.31256 -2.47793
H -3.37672 -0.65254 -2.36648
H -5.05201 -0.60531 -0.84860
H -4.89471 -2.29163 -0.35357
H -3.83642 0.19307 0.85505
H -2.70782 -1.16190 2.54229
H -4.01561 -3.44709 1.94614
H -2.28319 -3.47261 2.31174
H -2.38141 -4.74733 0.38971
H -3.70506 -3.81598 -0.33517
H 3.50409 1.85433 1.70884
H 1.96625 2.62828 2.35430
H 2.60066 3.06101 0.70712
P 0.65673 -0.11843 -1.52046
P -0.22014 1.35691 1.43744
C -1.00088 0.44285 -1.09819
C -1.36727 0.92928 0.13263
C 0.93080 0.39670 -3.22634
C -0.12666 0.31121 -4.15215
C 0.08239 0.70996 -5.47680
C 1.32672 1.19181 -5.88919
C 2.38431 1.23387 -4.97507
C 2.19434 0.84376 -3.65012
C 1.14415 -1.87291 -1.40294
C 1.40693 -2.44690 -0.13649
C 1.95189 -3.72883 -0.03521
C 2.25450 -4.45914 -1.18483
C 1.99755 -3.90425 -2.44076
C 1.45868 -2.62034 -2.55468
C -0.55068 3.10575 1.75980
C -0.43365 4.02439 0.70190
C -0.74592 5.36723 0.91661
C -1.17151 5.80208 2.17489
C -1.26875 4.88816 3.23059
C -0.95142 3.54522 3.03495
C -0.05299 0.48370 3.02492
C 1.20305 0.09419 3.52377
C 1.28804 -0.66402 4.69048
C 0.12836 -1.06936 5.35010
C -1.12463 -0.67470 4.86362
C -1.21329 0.14627 3.73830
H -1.70311 0.53241 -1.93305
H -2.39815 1.23274 0.32464
H -1.10346 -0.06059 -3.84236
H -0.73585 0.63858 -6.18960
H 1.47385 1.52625 -6.91799
H 3.36483 1.57429 -5.29924
H 3.01490 0.87767 -2.92358
H 1.19710 -1.86525 0.77365
H 2.15397 -4.14514 0.95580
H 2.69492 -5.45484 -1.09677
H 2.23727 -4.46993 -3.34697
H 1.30763 -2.17608 -3.54613
H -0.10281 3.67753 -0.27847
H -0.66265 6.07368 0.09210
H -1.43251 6.84934 2.32986
H -1.59991 5.22510 4.20976
H -1.01794 2.83409 3.85807
H 2.10286 0.38180 2.97295
H 2.27011 -0.94600 5.07571
H 0.20068 -1.68909 6.24429
H -2.03232 -1.01165 5.35945
H -2.18193 0.49620 3.37494
B 5.90754 2.06357 -1.08384
C 4.53722 1.38222 -0.86765
N 3.49278 0.89084 -0.65148
H 5.78913 3.25058 -0.83316
H 6.31783 1.91488 -2.22346
H 6.67661 1.54928 -0.29164
```

Results
spin multiplicity	3

Atomic partial charges in e from the Mulliken method, atoms 1 to 6: Pd -0.54; C 0.27; C -0.56; C -1.08; C -1.31; C 0.31

=====

Most stable of them? b.